(1)
DFT (the ωB97M-V functional and the def2-TZVPD basis) results for a 8-piece molecular cluster, C40H58O20P2 overall at a distorted geometry.

Summary:
E_LUMO, eV: 0.20
HOMO-LUMO gap, eV: 8.2
Energy relative to the best compared isomer or geometry (same formula, charge and spin), eV: 1.670
SMILES string: COP(=O)(OC)OC.COP(=O)(OC)OC.Oc1ccc(O)cc1.Oc1ccc(O)cc1.Oc1ccc(O)cc1.Oc1ccc(O)cc1.Oc1ccc(O)cc1.COCCOC

Geometry as XYZ:
```
120
Properties=species:S:1:pos:R:3:forces:R:3
C 3.431 -2.374 -1.445 0.22 0.20 0.71
O 3.510 -3.715 -1.934 -0.36 -0.61 -0.05
P 3.019 -4.042 -3.417 0.62 0.08 -0.20
O 3.813 -3.363 -4.456 -0.57 -0.53 0.44
O 2.996 -5.657 -3.454 -0.33 1.11 -0.20
C 4.241 -6.320 -3.632 1.27 0.06 1.12
O 1.500 -3.634 -3.423 0.04 -0.12 -0.32
C 0.407 -4.456 -3.051 -0.73 -0.21 0.92
H 2.593 -1.814 -1.860 0.22 0.04 -0.41
H 4.409 -1.912 -1.569 -0.18 0.30 -0.41
H 3.252 -2.384 -0.367 -0.03 -0.44 -0.04
H 4.224 -7.125 -4.362 -0.46 0.22 -0.18
H 4.541 -6.736 -2.663 -0.24 -0.20 -0.11
H 5.043 -5.611 -3.853 -0.19 -0.02 -0.47
H -0.120 -4.807 -3.936 0.16 -0.13 -0.03
H -0.288 -3.892 -2.429 0.07 0.41 -0.37
H 0.675 -5.280 -2.386 0.41 -0.20 -0.45
C 1.288 6.414 1.488 -0.63 0.44 0.67
O 1.603 5.417 0.543 0.69 -1.14 -0.05
P 1.563 5.556 -1.026 -0.17 1.42 -0.95
O 1.580 6.951 -1.503 0.25 -0.87 0.27
O 2.781 4.676 -1.609 -0.22 0.84 1.04
C 2.983 3.371 -1.110 -1.30 -2.14 0.57
O 0.218 4.799 -1.428 0.41 -0.34 0.20
C 0.109 3.855 -2.509 -0.33 0.24 0.40
H 0.500 7.038 1.069 0.21 0.32 0.25
H 2.141 6.987 1.857 0.20 0.12 -0.79
H 0.930 5.943 2.408 -0.28 -0.36 -0.37
H 2.642 2.672 -1.878 0.58 -0.06 -0.13
H 2.344 3.065 -0.274 -0.42 0.83 -0.08
H 3.938 3.060 -0.682 0.62 1.00 -0.81
H 1.020 3.863 -3.102 -0.05 -0.25 -0.10
H -0.750 4.130 -3.119 0.10 0.24 -0.07
H -0.125 2.888 -2.067 0.37 -0.16 -0.10
O 3.327 -0.440 1.793 0.33 0.30 0.61
C 4.626 0.035 1.927 -0.37 -0.25 -1.07
C 5.371 -0.280 3.055 0.42 0.09 -0.11
C 6.726 -0.001 3.029 0.45 0.61 -0.19
C 7.259 0.665 1.948 1.05 0.13 -0.64
O 8.635 0.918 1.955 -0.51 0.25 0.19
C 6.524 0.996 0.825 -1.26 -0.17 -0.16
C 5.165 0.674 0.797 0.67 -0.58 1.05
H 3.162 -0.917 2.617 -0.46 -0.05 -0.24
H 4.951 -0.751 3.936 -0.24 -0.13 -0.17
H 7.477 -0.215 3.779 -0.51 -0.24 0.43
H 8.719 1.874 1.858 0.31 -0.11 -0.08
H 6.951 1.433 -0.067 0.33 0.06 0.17
H 4.596 0.775 -0.116 -0.20 0.12 0.09
O -3.746 -3.008 2.313 1.29 -0.12 -1.18
C -4.542 -4.111 2.445 -1.09 0.93 1.69
C -5.764 -3.975 3.128 0.61 -1.13 -0.95
C -6.671 -5.018 3.012 -0.10 0.78 0.85
C -6.436 -6.100 2.177 0.36 -0.22 0.11
O -7.441 -7.015 2.035 -0.25 0.00 0.08
C -5.183 -6.245 1.592 0.04 -0.39 0.31
C -4.192 -5.306 1.847 -0.17 1.60 -1.03
H -3.552 -2.433 3.054 -0.48 -0.37 0.50
H -6.008 -3.076 3.674 0.03 0.01 0.07
H -7.536 -4.937 3.661 -0.38 -0.34 -0.49
H -7.263 -7.634 1.321 0.21 0.04 0.01
H -4.959 -7.113 0.985 -0.03 -0.04 0.01
H -3.239 -5.226 1.337 0.06 -0.79 -0.02
O -0.006 1.942 8.332 -0.35 0.25 0.06
C -0.294 1.721 7.002 1.06 -0.82 -0.29
C 0.752 1.339 6.134 -0.55 0.34 0.47
C 0.489 1.140 4.800 -0.08 0.98 -0.24
C -0.829 1.249 4.369 -0.74 -1.49 -1.05
O -1.120 0.815 3.085 0.94 0.06 -0.08
C -1.893 1.447 5.221 1.12 0.40 0.49
C -1.597 1.749 6.564 -0.81 0.43 -0.50
H 0.801 2.460 8.393 0.03 -0.08 0.02
H 1.751 1.213 6.534 0.06 0.18 -0.02
H 1.277 1.110 4.058 0.02 -0.55 0.04
H -1.842 1.274 2.642 -0.14 0.37 0.00
H -2.836 1.337 4.704 -0.50 0.29 0.77
H -2.358 2.094 7.253 -0.09 -0.29 0.06
O -2.105 -3.118 -0.984 -0.10 -0.16 -0.58
C -1.194 -2.118 -0.781 0.29 -0.08 0.15
C -0.916 -1.229 -1.821 -0.38 -0.18 1.15
C -0.019 -0.198 -1.559 0.12 -0.10 -0.91
C 0.584 -0.062 -0.331 -0.07 0.63 0.47
O 1.476 0.983 -0.132 0.02 -0.76 0.00
C 0.251 -0.912 0.712 0.69 -0.63 -0.36
C -0.537 -2.015 0.443 -0.51 0.36 0.08
H -2.204 -3.654 -0.191 -0.02 0.19 0.15
H -1.479 -1.323 -2.736 0.22 0.09 -0.17
H 0.283 0.478 -2.352 -0.12 0.03 -0.04
H 2.157 0.612 0.454 -0.11 0.31 0.13
H 0.729 -0.791 1.672 -0.12 0.07 0.12
H -0.736 -2.750 1.216 -0.08 0.05 0.05
O -2.277 0.301 -4.650 0.06 -0.06 -0.13
C -0.987 0.066 -5.067 0.04 -0.36 0.46
C -0.085 1.125 -5.115 -0.96 -0.74 -0.08
C 1.174 0.836 -5.566 2.14 -0.05 -0.73
C 1.612 -0.456 -5.852 0.00 -1.27 -0.70
O 2.885 -0.770 -6.320 -0.69 1.29 0.28
C 0.716 -1.518 -5.760 -0.38 0.55 0.74
C -0.567 -1.238 -5.347 -0.52 0.27 -0.06
H -2.772 -0.507 -4.832 -0.16 0.17 0.11
H -0.407 2.120 -4.845 0.03 0.08 -0.16
H 1.894 1.610 -5.817 -0.08 0.19 0.41
H 2.781 -1.607 -6.777 0.35 -0.22 0.09
H 0.978 -2.560 -5.885 0.36 0.12 -0.22
H -1.256 -2.071 -5.233 -0.15 0.13 0.01
C -2.748 2.331 -0.339 -1.29 0.31 -0.96
O -2.958 2.377 1.049 0.92 -0.79 0.87
C -3.643 3.475 1.595 -0.30 0.20 -0.40
C -5.081 3.721 1.112 1.04 -0.61 -0.37
O -4.992 4.531 -0.033 0.62 1.03 -0.12
C -6.181 5.116 -0.501 -0.86 -1.69 0.35
H -2.152 1.492 -0.702 0.31 -0.10 0.89
H -2.315 3.258 -0.728 -0.11 0.04 0.09
H -3.739 2.149 -0.782 0.22 0.40 -0.41
H -3.140 4.433 1.414 0.33 -0.09 -0.09
H -3.637 3.302 2.670 -0.08 -0.08 0.04
H -5.530 4.168 2.006 -0.77 0.27 -0.47
H -5.552 2.793 0.770 -0.29 -0.19 0.73
H -6.003 5.662 -1.422 0.28 0.50 0.37
H -6.696 5.630 0.316 0.13 0.62 -0.30
H -6.874 4.309 -0.798 -0.05 0.05 0.01
```
Forces are in eV/Å.

***

(2)
DFT (the ωB97M-V functional and the def2-TZVPD basis) results for a 12-piece molecular cluster, C40H58O37 overall at a distorted geometry.

Summary:
E_LUMO, eV: 0.17
HOMO-LUMO gap, eV: 10.2
SMILES string: CCCOCOC(=O)OCC.O=C1OCCO1.O=C1OCCO1.O=C1OCCO1.O=C1OCCO1.O=C1OCCO1.O=C1OCCO1.O=C1OCCO1.O=C1OCCO1.O=C1OCCO1.O=C1OCCO1.O=C1OCCO1

Geometry as XYZ:
```
135
Properties=species:S:1:pos:R:3:forces:R:3
C -1.198 -0.297 0.474 0.10 -0.55 0.17
C -0.355 -1.312 1.261 0.44 0.89 -0.62
C 0.741 -1.915 0.370 -0.69 -0.62 0.71
O 1.971 -2.032 1.078 0.22 0.04 -0.02
C 3.020 -1.318 0.516 -0.20 -0.13 -0.53
O 4.261 -1.785 1.010 -0.24 0.36 0.59
C 4.484 -1.531 2.340 -0.77 -0.93 1.16
O 3.964 -2.146 3.260 1.18 1.22 -1.77
O 5.373 -0.536 2.447 -0.06 -0.74 -0.17
C 6.097 -0.477 3.685 0.33 0.54 0.59
C 6.775 0.874 3.791 -0.25 -0.08 0.17
H -0.545 0.295 -0.165 -0.03 0.21 0.00
H -1.753 0.359 1.138 -0.18 0.00 -0.06
H -1.890 -0.837 -0.171 -0.14 0.18 -0.09
H -0.978 -2.101 1.663 -0.06 -0.06 0.29
H 0.164 -0.801 2.071 -0.10 -0.08 0.23
H 0.418 -2.934 0.151 0.24 -0.07 -0.43
H 0.836 -1.349 -0.557 0.21 0.03 -0.06
H 3.053 -1.484 -0.564 0.18 -0.07 -0.03
H 2.928 -0.236 0.675 0.03 0.04 0.30
H 5.437 -0.617 4.535 -0.29 -0.12 -0.13
H 6.851 -1.262 3.708 -0.13 -0.25 -0.16
H 7.007 1.052 4.839 0.18 0.00 0.03
H 6.087 1.661 3.489 0.02 0.07 -0.13
H 7.693 0.924 3.215 0.00 0.09 -0.16
O 3.644 -3.179 9.415 0.08 -0.01 0.08
C 3.215 -3.159 8.303 0.04 -0.05 -0.05
O 2.329 -4.045 7.812 -0.06 -0.05 -0.06
C 1.892 -3.584 6.520 0.13 0.11 -0.16
C 3.055 -2.711 6.092 -0.09 -0.10 -0.02
O 3.575 -2.263 7.360 -0.03 0.01 -0.09
H 1.717 -4.425 5.856 0.05 -0.12 0.13
H 0.966 -3.029 6.637 -0.03 0.00 0.06
H 3.833 -3.266 5.570 0.01 -0.01 0.02
H 2.756 -1.867 5.481 0.06 0.11 0.11
O 5.529 -7.931 5.029 0.00 -0.04 -0.08
C 5.668 -7.397 6.080 0.01 0.04 0.03
O 6.280 -7.955 7.152 0.02 0.01 0.05
C 6.468 -6.938 8.144 0.04 0.08 0.07
C 5.390 -5.937 7.784 -0.05 0.08 0.16
O 5.244 -6.147 6.373 0.00 0.04 0.04
H 6.356 -7.354 9.141 -0.05 -0.15 -0.06
H 7.473 -6.528 8.037 -0.01 0.01 -0.03
H 4.439 -6.149 8.274 -0.01 -0.01 -0.02
H 5.670 -4.907 7.989 0.00 0.03 -0.14
O -4.579 -0.262 1.444 0.01 -0.02 0.06
C -4.892 -0.222 0.293 0.12 -0.10 0.11
O -5.566 -1.202 -0.342 -0.10 -0.02 -0.07
C -5.950 -0.715 -1.640 -0.01 -0.01 -0.12
C -4.927 0.374 -1.885 -0.04 -0.08 -0.14
O -4.608 0.791 -0.542 -0.02 0.04 -0.12
H -5.910 -1.515 -2.373 0.11 -0.11 0.11
H -6.968 -0.328 -1.582 0.01 0.03 0.05
H -4.023 -0.011 -2.358 0.01 -0.04 0.06
H -5.312 1.201 -2.468 0.02 0.09 0.21
O -1.232 -3.735 6.549 -0.05 -0.01 0.03
C -2.093 -3.711 5.729 0.00 0.02 0.02
O -1.887 -3.500 4.411 -0.02 -0.02 -0.15
C -3.113 -3.766 3.714 -0.05 -0.06 -0.09
C -4.147 -3.557 4.799 -0.05 0.00 -0.03
O -3.405 -3.887 5.985 -0.16 0.02 -0.04
H -3.230 -3.086 2.877 0.12 0.15 -0.03
H -3.091 -4.795 3.348 0.01 0.01 0.05
H -4.476 -2.520 4.863 0.04 0.03 0.02
H -5.013 -4.205 4.702 0.05 -0.09 0.14
O -2.998 -2.576 -3.097 -0.07 0.05 0.02
C -1.983 -3.183 -3.197 -0.01 0.03 0.03
O -1.883 -4.453 -3.652 0.03 -0.02 -0.03
C -0.497 -4.763 -3.837 0.05 0.02 -0.04
C 0.171 -3.783 -2.894 0.18 -0.08 0.05
O -0.762 -2.698 -2.863 0.06 -0.12 -0.02
H -0.304 -5.803 -3.591 -0.16 -0.02 0.06
H -0.231 -4.586 -4.881 -0.02 0.04 0.00
H 0.275 -4.186 -1.885 -0.03 -0.01 0.00
H 1.142 -3.442 -3.242 -0.07 0.17 -0.03
O -6.402 1.506 -5.647 -0.06 -0.05 -0.01
C -5.650 2.388 -5.373 -0.06 0.00 0.04
O -4.985 2.483 -4.202 0.15 0.19 -0.08
C -4.004 3.538 -4.315 -0.17 -0.11 -0.02
C -4.600 4.388 -5.418 0.00 0.21 0.12
O -5.351 3.423 -6.178 0.04 0.09 -0.01
H -3.902 4.056 -3.368 -0.14 -0.06 0.06
H -3.049 3.096 -4.584 0.03 -0.03 -0.08
H -5.296 5.137 -5.035 -0.03 -0.06 0.05
H -3.856 4.870 -6.040 0.03 -0.15 -0.17
O 6.844 0.746 -4.132 -0.01 0.04 -0.07
C 6.971 0.074 -3.161 0.00 0.00 0.03
O 6.958 0.547 -1.892 0.01 -0.07 0.00
C 6.899 -0.572 -0.997 -0.07 -0.04 0.17
C 7.482 -1.685 -1.835 0.00 -0.04 -0.11
O 7.142 -1.268 -3.170 -0.04 -0.01 0.11
H 7.472 -0.376 -0.094 0.05 0.15 -0.06
H 5.858 -0.754 -0.728 0.01 0.01 0.01
H 8.562 -1.748 -1.740 -0.08 0.12 -0.13
H 7.043 -2.654 -1.615 -0.09 -0.01 -0.15
O -7.444 5.502 -3.436 0.15 0.05 0.01
C -8.214 5.443 -4.345 -0.07 0.01 0.03
O -7.928 5.820 -5.609 0.00 -0.14 0.01
C -9.001 5.384 -6.453 -0.07 -0.01 -0.21
C -10.155 5.260 -5.479 -0.11 -0.15 -0.18
O -9.473 4.978 -4.249 -0.03 0.02 -0.02
H -9.180 6.108 -7.243 0.11 0.14 0.10
H -8.721 4.426 -6.896 0.00 -0.01 0.03
H -10.710 6.184 -5.365 0.02 0.08 0.02
H -10.839 4.454 -5.733 0.12 -0.15 0.18
O 9.807 -2.519 -0.194 0.12 -0.06 0.16
C 9.625 -3.693 -0.246 0.10 -0.04 0.12
O 10.561 -4.605 -0.577 0.01 -0.06 -0.01
C 10.038 -5.911 -0.303 -0.03 -0.12 0.03
C 8.541 -5.674 -0.362 -0.01 -0.13 -0.03
O 8.444 -4.295 0.021 -0.06 -0.03 -0.02
H 10.394 -6.623 -1.043 0.07 0.12 -0.09
H 10.373 -6.222 0.687 -0.02 0.03 0.02
H 8.139 -5.787 -1.370 0.03 0.02 -0.02
H 7.974 -6.297 0.323 -0.03 0.13 0.10
O -9.651 8.131 -4.918 -0.06 0.11 -0.08
C -9.134 8.925 -4.201 0.05 -0.06 0.03
O -8.928 8.739 -2.883 -0.01 0.03 0.07
C -8.078 9.786 -2.406 0.10 0.09 0.06
C -8.324 10.882 -3.426 0.04 0.07 0.10
O -8.671 10.131 -4.595 0.01 0.06 0.02
H -8.355 10.065 -1.393 -0.13 -0.10 -0.01
H -7.047 9.428 -2.413 0.00 -0.01 -0.04
H -9.167 11.521 -3.157 -0.02 -0.03 0.01
H -7.453 11.500 -3.619 0.02 -0.07 -0.15
O -1.770 5.187 -4.673 0.08 0.13 -0.04
C -1.249 5.927 -3.900 0.00 -0.05 -0.02
O -1.136 5.688 -2.577 0.03 0.03 0.08
C -0.261 6.673 -2.014 0.08 0.07 0.06
C -0.383 7.810 -3.010 0.03 0.07 0.10
O -0.697 7.114 -4.223 0.02 0.07 0.03
H -0.585 6.936 -1.011 -0.14 -0.09 -0.02
H 0.748 6.260 -1.970 0.01 0.00 -0.04
H -1.205 8.487 -2.773 -0.02 -0.03 0.01
H 0.532 8.383 -3.129 0.03 -0.07 -0.15
```
Forces are in eV/Å.